{"formula": "C4H7N3", "method": "ωB97M-V/def2-TZVPD", "symbols": ["C", "C", "N", "C", "N", "C", "N", "H", "H", "H", "H", "H", "H", "H"], "coordinates": [[1.02183, 0.99428, 0.75447], [-1.20580, 0.97631, 0.86351], [-0.12317, -0.01192, 0.52301], [-0.17705, -0.76324, -0.80305], [-0.83353, -0.27394, -1.75792], [0.57758, -2.00532, -0.87243], [1.19331, -2.98697, -0.92680], [1.96775, 0.49401, 0.56710], [0.97082, 1.39283, 1.77911], [0.86750, 1.85487, 0.09327], [-1.39347, 1.46333, -0.09523], [-2.07338, 0.46530, 1.25378], [-0.03214, -0.75531, 1.22449], [-0.76024, -0.84422, -2.60330]], "atomic_forces_ev_per_a": [[0.67, -0.66, -0.48], [-1.06, 0.06, 0.09], [0.50, 0.88, 0.62], [0.17, 0.82, -0.23], [0.48, -0.24, 0.44], [0.68, -0.85, 0.10], [-0.74, 1.13, 0.11], [0.48, -0.05, -0.22], [-0.18, -0.69, -0.56], [-0.03, -0.56, 0.02], [-0.31, 0.08, 0.20], [-0.44, -0.47, -0.33], [-0.13, 0.53, 0.05], [-0.10, 0.01, 0.20]], "total_charge": 0, "orbital_gap_ev": 5.87, "homo_energy_ev": -6.5497}

***

{"formula": "C5H4N2", "method": "ωB97M-V/def2-TZVPD", "symbols": ["C", "C", "C", "N", "C", "C", "N", "H", "H", "H", "H"], "coordinates": [[3.04728, -0.11107, 0.06497], [1.84373, -0.09205, 0.04090], [0.38554, -0.10150, -0.05841], [-0.28981, -1.28741, -0.12133], [-1.59424, -0.85046, 0.04118], [-1.73441, 0.47970, -0.02515], [-0.45419, 0.98077, -0.04279], [4.12834, -0.29567, -0.15888], [-2.49832, -1.55054, 0.20584], [-2.79817, 0.89709, 0.23767], [-0.03574, 1.93114, -0.18401]], "atomic_forces_ev_per_a": [[1.24, -0.61, -0.77], [-0.91, 0.59, -0.50], [0.14, -2.37, -0.36], [0.12, 2.68, 1.37], [-1.34, -2.99, -0.62], [-2.70, 1.09, 1.36], [1.68, 1.17, -0.14], [-1.73, 0.51, 0.70], [1.92, 1.04, -0.54], [2.80, 0.18, -0.87], [-1.24, -1.29, 0.37]], "total_charge": 0, "orbital_gap_ev": 9.58, "homo_energy_ev": -8.7456}

***

{"formula": "C31H35MnN7O6", "method": "ωB97M-V/def2-TZVPD", "symbols": ["Mn", "O", "C", "O", "C", "C", "C", "C", "C", "N", "C", "O", "O", "H", "H", "H", "H", "H", "C", "C", "C", "C", "C", "C", "C", "O", "C", "C", "C", "H", "H", "H", "H", "H", "H", "H", "H", "H", "H", "H", "H", "C", "N", "C", "C", "O", "H", "H", "H", "H", "H", "H", "H", "C", "C", "N", "C", "C", "N", "C", "N", "N", "N", "C", "C", "C", "C", "C", "C", "H", "H", "H", "H", "H", "H", "H", "H", "H", "H", "H"], "coordinates": [[0.02088, 0.08263, -0.41211], [-2.34255, 3.78581, -0.60642], [-1.60069, 2.73191, -0.34838], [-1.16174, 1.95961, -1.18065], [-1.31882, 2.53838, 1.11996], [-1.84612, 3.31324, 2.13910], [-1.48622, 2.98013, 3.43937], [-0.62012, 1.91671, 3.65963], [-0.13661, 1.21299, 2.56619], [-0.49625, 1.52390, 1.32954], [0.84371, 0.05855, 2.59054], [1.34804, -0.35520, 3.73795], [1.16975, -0.46399, 1.55113], [-2.47922, 3.86583, -1.56648], [-2.50907, 4.13859, 1.92643], [-1.87426, 3.54713, 4.27397], [-0.34282, 1.66124, 4.67422], [1.02883, 0.15370, 4.49393], [7.38946, 0.56100, -4.76152], [6.23612, 0.62857, -3.80443], [5.03244, -0.01339, -4.09471], [3.95703, 0.02061, -3.23003], [2.71296, -0.72076, -3.63030], [4.09778, 0.73549, -2.01098], [3.06168, 0.74934, -1.02539], [1.92408, 0.26244, -1.16079], [5.31509, 1.40040, -1.70389], [5.57605, 2.19342, -0.44494], [6.35578, 1.33092, -2.61234], [7.12084, 0.04060, -5.67790], [8.23017, 0.03751, -4.30388], [7.73260, 1.56343, -5.01896], [4.94248, -0.56123, -5.02411], [2.88735, -1.22771, -4.57758], [1.86923, -0.04150, -3.74825], [2.41727, -1.45988, -2.88519], [3.29920, 1.18000, -0.04926], [4.69168, 2.51378, 0.09692], [6.12898, 3.09555, -0.70297], [6.20130, 1.61839, 0.23984], [7.28479, 1.84197, -2.38974], [-3.68512, -0.63679, -1.07027], [-3.53542, -1.66735, -0.05916], [-4.67351, -2.57038, 0.10826], [-2.46844, -1.79865, 0.71011], [-1.44264, -1.09522, 0.70692], [-3.81880, -1.10413, -2.04860], [-2.80602, -0.00180, -1.09148], [-4.57257, -0.04061, -0.85165], [-4.97593, -2.94534, -0.86879], [-5.51073, -2.04263, 0.56413], [-4.38733, -3.41124, 0.73422], [-2.54198, -2.63467, 1.41380], [-0.99709, 0.46866, -3.92116], [-0.97062, -0.87938, -3.29569], [-0.56649, -1.19002, -2.07425], [-0.66936, -2.56478, -1.96234], [-1.14243, -3.07874, -3.11985], [-1.35491, -1.99971, -3.95174], [-1.95266, -2.06382, -5.28628], [-3.24364, -1.44801, -5.30161], [-3.42088, -0.21737, -5.85376], [-4.60484, 0.18878, -5.61776], [-5.26122, -0.78525, -4.88066], [-6.57160, -0.81780, -4.38953], [-6.94910, -1.94336, -3.69724], [-6.05364, -3.02194, -3.50073], [-4.76117, -2.99881, -3.97498], [-4.39099, -1.84175, -4.67390], [-0.38176, 1.15901, -3.35107], [-2.01076, 0.86459, -3.97994], [-0.61634, 0.42981, -4.94152], [-0.37148, -3.08550, -1.06866], [-1.35160, -4.08731, -3.42908], [-2.03860, -3.11961, -5.54152], [-1.32389, -1.56728, -6.02214], [-7.25511, 0.00059, -4.56565], [-7.95531, -2.02419, -3.31102], [-6.40648, -3.90318, -2.98077], [-4.09295, -3.83818, -3.83906]], "atomic_forces_ev_per_a": [[-0.14, -0.20, 0.40], [0.11, -0.20, -0.16], [0.00, 0.09, 0.46], [-0.09, 0.08, -0.01], [-0.06, 0.03, -0.36], [0.07, -0.06, 0.14], [-0.03, 0.01, -0.08], [0.01, 0.00, 0.03], [0.05, -0.01, 0.03], [0.11, 0.03, -0.08], [-0.01, -0.03, -0.05], [-0.10, 0.08, -0.11], [0.06, -0.03, 0.07], [-0.03, 0.05, 0.02], [-0.01, 0.01, -0.01], [0.00, 0.00, 0.01], [0.00, 0.02, 0.00], [0.03, -0.03, 0.06], [-0.06, 0.01, 0.03], [0.09, -0.06, -0.16], [0.00, 0.01, 0.06], [0.08, -0.02, -0.12], [-0.02, -0.01, 0.01], [0.01, 0.02, 0.23], [-0.17, -0.28, 0.09], [0.19, 0.30, -0.29], [0.07, 0.05, -0.05], [-0.02, 0.01, -0.01], [-0.10, 0.03, 0.06], [0.00, 0.00, 0.00], [0.01, 0.00, 0.01], [0.01, 0.00, 0.01], [0.00, 0.00, -0.01], [-0.02, 0.00, 0.00], [-0.03, 0.04, 0.01], [0.03, 0.01, 0.01], [0.04, 0.10, -0.02], [-0.03, 0.00, -0.03], [0.03, -0.02, 0.01], [-0.01, -0.03, 0.01], [0.01, 0.01, 0.00], [-0.05, 0.03, -0.03], [0.00, -0.14, 0.12], [0.08, 0.03, -0.09], [0.09, -0.05, 0.01], [-0.26, 0.12, -0.14], [0.01, 0.02, 0.02], [0.00, 0.00, 0.02], [0.01, 0.02, -0.01], [-0.01, 0.01, 0.01], [-0.03, 0.00, -0.01], [-0.03, 0.00, 0.05], [0.02, 0.01, 0.02], [0.05, 0.06, 0.05], [-0.03, -0.05, -0.11], [0.00, 0.01, -0.25], [0.10, -0.03, 0.11], [-0.21, 0.08, 0.03], [0.21, -0.02, -0.18], [-0.02, -0.12, 0.16], [-0.06, -0.01, -0.11], [-0.01, 0.12, 0.08], [0.12, -0.19, 0.04], [-0.22, 0.33, -0.10], [0.03, -0.03, 0.01], [0.11, -0.11, 0.03], [-0.07, 0.05, -0.02], [-0.04, 0.13, -0.06], [0.17, -0.34, 0.11], [0.00, -0.04, 0.01], [-0.02, 0.03, 0.02], [0.00, -0.02, -0.01], [0.00, 0.00, 0.02], [0.02, -0.03, 0.01], [0.04, 0.03, -0.04], [-0.06, 0.06, 0.02], [0.01, 0.02, -0.02], [-0.02, -0.01, 0.00], [-0.02, 0.00, 0.01], [0.01, -0.01, 0.01]], "spin_multiplicity": 6, "total_charge": 2, "orbital_gap_ev": [7.38, 7.31], "homo_energy_ev": [-13.4225, -13.4233]}

***

{"formula": "C5H9NO2", "method": "ωB97M-V/def2-TZVPD", "symbols": ["C", "N", "C", "C", "O", "C", "C", "O", "H", "H", "H", "H", "H", "H", "H", "H", "H"], "coordinates": [[-0.11479, 2.33365, -1.72322], [-0.71494, 1.08349, -1.30297], [-0.15987, 0.49565, -0.07281], [-1.32366, 0.53603, 0.99256], [-1.09672, 0.39744, 2.16032], [0.22206, -0.95520, -0.18496], [1.42483, -1.57328, 0.50088], [1.72205, -2.70155, 0.20543], [0.13579, 3.02357, -0.90917], [0.86701, 2.19699, -2.19931], [-0.73384, 2.83182, -2.47627], [-0.60752, 0.37532, -2.01924], [0.70480, 1.04971, 0.29930], [-2.25258, 0.52744, 0.39819], [-0.64162, -1.62447, 0.01716], [0.40903, -1.25696, -1.23790], [2.04496, -1.05863, 1.25606]], "atomic_forces_ev_per_a": [[0.93, 0.34, -0.69], [0.41, -0.80, 0.50], [-0.87, 1.03, 0.84], [2.42, -0.68, -0.97], [-0.91, 0.33, 0.01], [-0.45, -1.43, -1.30], [-0.12, -0.40, 0.14], [0.16, -0.05, 0.08], [-0.72, -0.23, 0.12], [0.02, -0.19, -0.10], [-0.08, 0.02, 0.36], [-0.15, 0.36, -0.28], [-0.04, 0.23, 0.05], [-0.73, 0.23, 0.76], [0.38, 0.29, 0.31], [0.05, 0.50, 0.24], [-0.31, 0.45, -0.08]], "total_charge": 0, "orbital_gap_ev": 10.10, "homo_energy_ev": -9.3583}

***

{"formula": "C27H43AsBF4N5OSi2Zr", "method": "ωB97M-V/def2-TZVPD", "symbols": ["Zr", "C", "N", "C", "C", "C", "C", "C", "C", "N", "C", "C", "C", "C", "C", "C", "N", "C", "C", "C", "C", "C", "N", "H", "H", "H", "H", "H", "H", "H", "H", "H", "H", "H", "H", "H", "H", "H", "H", "H", "H", "C", "Si", "C", "C", "As", "Si", "C", "C", "C", "H", "H", "H", "H", "H", "H", "H", "H", "H", "H", "H", "H", "H", "H", "H", "H", "H", "H", "F", "B", "F", "F", "F", "C", "N", "C", "C", "O", "H", "H", "H", "H", "H", "H", "H"], "coordinates": [[-0.84030, 0.33550, 0.24530], [-2.66637, 0.72768, 2.90642], [-1.78815, -0.35104, 2.39622], [-2.57698, -1.57752, 2.20209], [-3.51785, -1.42199, 1.03776], [-4.66368, -2.18982, 0.94767], [-5.51255, -2.00745, -0.13247], [-5.19438, -1.04405, -1.07466], [-4.03148, -0.31508, -0.91787], [-3.18964, -0.50515, 0.11090], [-0.66636, -0.60729, 3.36226], [0.58908, -0.83777, 2.59554], [1.46139, -1.82965, 2.80577], [2.58472, -1.97414, 1.87634], [2.85218, -1.03093, 0.97325], [2.07606, 0.25367, 0.98278], [0.73773, 0.09397, 1.56372], [-2.00145, 2.05805, 2.73651], [-2.17180, 3.09685, 3.63088], [-1.55034, 4.30839, 3.37497], [-0.77812, 4.43922, 2.23111], [-0.65496, 3.35385, 1.39103], [-1.24436, 2.17787, 1.63872], [-2.92458, 0.54350, 3.95214], [-3.59355, 0.71912, 2.33112], [-3.14531, -1.81090, 3.10787], [-1.87902, -2.39997, 2.03231], [-4.89356, -2.90676, 1.72527], [-6.41662, -2.59491, -0.22530], [-5.83637, -0.84362, -1.92051], [-3.77208, 0.44536, -1.63652], [-0.91293, -1.44681, 4.01357], [-0.55940, 0.28204, 3.98552], [1.31763, -2.53104, 3.61631], [3.19433, -2.86839, 1.92410], [3.68294, -1.13439, 0.28682], [2.64177, 1.01416, 1.53498], [-2.78303, 2.95596, 4.51219], [-1.66875, 5.13918, 4.05773], [-0.27979, 5.36673, 1.98657], [-0.07783, 3.41755, 0.48155], [4.55509, 2.37310, -0.20597], [2.97857, 2.94321, -0.97629], [3.06300, 3.35839, -2.76904], [2.28308, 4.38204, -0.04787], [1.53272, 1.04228, -0.76905], [2.36068, -0.39243, -2.52257], [4.20883, -0.40484, -2.51593], [1.67355, 0.26771, -4.10046], [1.73258, -2.12088, -2.25781], [5.35265, 3.06296, -0.49824], [4.85283, 1.37090, -0.51445], [4.48276, 2.39123, 0.88301], [3.58568, 4.31443, -2.86631], [2.05793, 3.48436, -3.17802], [3.59479, 2.62558, -3.37439], [2.98455, 5.21500, -0.16135], [2.17573, 4.18748, 1.02072], [1.32694, 4.70750, -0.46371], [4.66543, 0.58175, -2.57583], [4.50935, -0.96255, -3.40880], [4.62315, -0.92251, -1.64913], [1.98449, 1.29065, -4.31148], [0.58391, 0.24260, -4.09972], [2.03074, -0.36847, -4.91602], [1.73379, -2.42585, -1.21077], [2.37953, -2.80389, -2.81666], [0.72485, -2.21172, -2.66842], [-2.70184, 1.56832, -3.09510], [-1.61881, 1.51247, -2.30484], [-1.93261, 1.90991, -0.90211], [-1.25561, 0.09507, -1.99771], [-0.53224, 2.19870, -2.72614], [0.07632, -4.40134, 0.31663], [-0.83422, -3.91017, -0.72010], [-1.38311, -4.89776, -1.65515], [-1.11688, -2.64834, -0.85377], [-0.65196, -1.74935, -0.09354], [-0.47585, -5.04297, 1.00277], [0.50793, -3.55943, 0.85106], [0.86153, -4.98623, -0.15941], [-1.96038, -5.63804, -1.10444], [-0.56386, -5.39382, -2.17260], [-2.02368, -4.40316, -2.38057], [-1.77819, -2.38184, -1.68033]], "atomic_forces_ev_per_a": [[-1.64, -0.24, 0.92], [-0.04, -0.14, 0.00], [0.27, 0.07, -0.01], [0.03, 0.02, -0.01], [0.02, -0.01, -0.03], [-0.03, 0.00, 0.04], [-0.04, -0.02, -0.02], [-0.04, 0.00, -0.03], [0.03, -0.01, 0.09], [0.16, 0.01, 0.08], [-0.19, 0.06, 0.04], [0.02, 0.32, -0.14], [0.24, -0.12, -0.09], [-0.11, -0.09, 0.13], [-0.01, 0.09, -0.02], [-0.08, -0.02, 0.18], [0.20, -0.63, -0.20], [0.10, -0.05, 0.00], [-0.01, 0.03, 0.04], [0.00, 0.03, 0.01], [0.01, 0.06, 0.02], [-0.10, -0.04, -0.05], [-0.34, 0.15, 0.02], [0.00, 0.00, 0.02], [-0.03, 0.02, 0.01], [0.00, -0.03, 0.01], [0.00, 0.00, -0.04], [0.00, 0.00, -0.01], [0.01, 0.01, 0.00], [0.00, -0.01, 0.00], [0.01, 0.01, 0.00], [-0.02, 0.01, 0.03], [0.04, 0.02, -0.02], [0.02, 0.00, -0.01], [-0.02, 0.00, 0.01], [-0.01, 0.00, 0.03], [0.02, 0.09, 0.00], [0.00, 0.01, -0.01], [0.00, -0.01, 0.00], [-0.01, -0.01, 0.01], [0.03, -0.02, -0.06], [0.26, -0.07, 0.09], [-0.27, -0.06, 0.01], [0.01, 0.07, -0.24], [-0.08, 0.22, 0.12], [1.15, 0.08, -0.42], [-0.16, 0.09, 0.18], [0.24, -0.01, 0.01], [-0.07, 0.15, -0.20], [-0.08, -0.20, 0.03], [0.02, -0.03, 0.05], [0.02, 0.05, 0.03], [0.05, 0.00, -0.01], [0.00, -0.02, -0.05], [0.03, 0.03, -0.03], [0.03, 0.00, 0.01], [-0.03, -0.01, 0.03], [-0.02, 0.01, -0.01], [0.04, 0.05, 0.01], [0.00, 0.00, -0.06], [0.07, 0.01, 0.03], [0.03, 0.01, -0.06], [-0.02, -0.05, -0.03], [0.00, -0.01, -0.04], [-0.02, 0.03, -0.01], [0.03, 0.00, -0.01], [-0.03, 0.00, 0.02], [0.00, -0.02, 0.01], [-0.02, -0.08, 0.16], [0.06, 0.13, -0.18], [0.19, 0.21, -0.34], [0.12, 0.16, -0.11], [0.00, -0.05, 0.01], [-0.09, 0.03, -0.07], [-0.06, -0.17, -0.09], [0.09, 0.05, 0.12], [0.05, 0.22, 0.02], [0.00, -0.32, 0.05], [0.01, -0.01, 0.01], [-0.01, -0.01, 0.00], [0.02, 0.00, 0.00], [0.00, -0.01, 0.00], [0.00, -0.01, -0.01], [0.00, 0.00, 0.00], [-0.03, 0.00, 0.00]], "total_charge": 2, "orbital_gap_ev": 6.91, "homo_energy_ev": -12.6160}

***

{"formula": "C6H10N3O", "method": "ωB97M-V/def2-TZVPD", "symbols": ["C", "C", "C", "C", "C", "C", "N", "N", "N", "O", "H", "H", "H", "H", "H", "H", "H", "H", "H", "H"], "coordinates": [[-2.68559, 0.16254, -0.01802], [-2.17835, -1.00224, -0.49563], [-1.74665, 1.16207, 0.30680], [-0.78346, -1.12539, -0.75648], [1.61008, -0.40988, -0.80412], [-0.39078, 1.03558, -0.00886], [0.10367, -0.15452, -0.55073], [0.58795, 2.04950, 0.38329], [2.05160, -0.99429, 1.06382], [2.38249, 0.50341, -0.92118], [-3.67825, 0.22159, 0.31838], [-2.74873, -1.88534, -0.77846], [-1.96518, 2.11249, 0.73683], [-0.58148, -1.91926, -1.35710], [1.72037, -1.49214, -1.20639], [1.48619, 1.94646, -0.05833], [0.21516, 2.91147, 0.26461], [2.87590, -1.48981, 0.69886], [1.50720, -1.59948, 1.74683], [2.21784, -0.03276, 1.43589]], "atomic_forces_ev_per_a": [[2.04, 1.18, 1.54], [2.35, -1.56, -1.22], [0.42, -0.37, -1.09], [-3.26, 1.97, 0.64], [-0.22, -1.04, -0.37], [2.75, 0.60, 0.68], [-0.59, 1.41, 0.72], [-1.37, -5.09, -0.47], [-0.87, -0.60, 1.05], [-0.50, -0.50, -0.53], [-1.30, 0.41, -0.03], [-0.16, 0.41, 0.21], [-0.66, 0.36, 0.36], [1.59, -2.44, -1.15], [-0.31, 1.78, 0.31], [0.18, -0.11, -0.26], [-1.29, 3.33, -0.11], [-0.18, 0.61, 0.99], [1.11, 1.07, -1.07], [0.28, -1.42, -0.20]], "total_charge": 1, "orbital_gap_ev": 8.88, "homo_energy_ev": -13.3796}